No. 1
C17H23N3O3 | ωB97M-V/def2-TZVPD

```
46
Properties=species:S:1:pos:R:3:forces:R:3:lowdin_charge:R:1
O 3.418768 -1.504719 0.776593 0.49 -0.45 -0.15 0.13
O 2.852379 -3.637079 0.288165 0.83 0.03 -0.21 0.11
O -0.067772 -1.830239 2.874210 0.01 0.19 0.77 0.07
N 0.776316 -0.836350 1.030188 0.16 1.48 1.40 0.09
N -1.365549 2.992034 -0.252737 0.04 2.09 -1.34 0.06
N 1.550757 1.414637 2.472113 0.16 -1.61 1.94 0.07
C 1.100053 -2.005542 0.325614 0.38 -0.89 0.00 -0.24
C 0.291539 -0.491293 -3.246321 -1.17 -1.53 0.51 -0.08
C -1.162733 1.776466 1.604440 -0.80 -0.39 0.90 -0.18
C -2.313414 -0.321672 0.552236 -1.03 -1.17 -1.04 -0.01
C 0.788011 -1.850277 -1.178229 -0.18 -0.83 -1.70 -0.09
C 2.602013 -2.319864 0.470860 -1.40 -0.28 0.41 -0.47
C 0.397548 -0.829841 2.370226 -0.16 0.39 -1.78 -0.40
C -2.854095 -0.836424 -0.668477 0.18 0.45 1.39 -0.08
C 0.474956 0.594846 2.997726 0.45 -0.38 0.68 -0.29
C -0.873467 1.328457 3.031947 1.02 0.30 -2.79 -0.07
C -0.897092 2.993185 1.055940 -0.41 -0.07 -0.62 -0.06
C -1.823562 0.990527 0.591641 -0.47 -0.10 -0.33 -0.16
C -2.572201 1.282207 -1.759987 1.36 -0.05 1.91 -0.03
C -2.955385 -0.035667 -1.824437 0.19 0.56 0.86 -0.11
C 0.734057 -0.448904 -1.812581 -1.47 1.14 1.70 -0.45
C 2.022452 0.292625 -1.771746 1.19 0.58 0.44 -0.08
C -1.975304 1.788171 -0.563598 0.11 -0.25 -0.24 -0.20
H -0.663999 2.223354 3.553632 0.00 0.90 1.01 0.10
H 2.405971 0.468778 -0.764108 0.12 -0.09 -0.04 0.07
H -0.044047 0.167010 -1.226443 0.98 -0.93 -0.80 0.14
H -3.328529 -0.341399 -2.790560 -0.13 -0.59 0.16 0.10
H 2.065729 -4.125735 -0.003482 0.16 0.40 0.19 0.12
H -1.325925 3.870565 -0.835144 -0.21 -1.87 0.86 0.18
H 1.393506 2.044736 1.749082 -0.05 0.95 -1.24 0.04
H -2.513013 1.818130 -2.648468 -0.21 1.22 -1.35 0.08
H -0.200940 -2.279334 -1.371562 0.08 -0.09 0.06 0.11
H 0.560154 -2.828961 0.868797 0.21 0.51 -0.94 0.17
H -1.660493 0.776126 3.508005 -0.32 -0.41 0.04 0.12
H -3.271088 -1.841083 -0.679428 0.23 0.11 0.05 0.10
H 2.784953 -0.253629 -2.320473 0.29 -0.19 -0.02 0.09
H -2.345526 -0.961778 1.458793 0.28 0.46 -0.74 0.12
H 0.171464 0.487953 -3.643640 -0.22 0.73 -0.42 0.08
H -0.455956 3.913027 1.449936 -0.17 -0.57 0.00 0.13
H 0.671852 0.515816 4.054711 0.39 -0.86 0.45 0.14
H 2.481573 1.179808 2.820946 -0.66 0.45 -0.69 0.11
H 0.949866 -1.066153 -3.849418 1.20 -0.25 -0.64 0.07
H 1.507813 -2.418511 -1.856108 -0.63 0.26 1.09 0.15
H 1.320479 -0.035422 0.741150 -0.12 0.10 0.29 0.10
H 1.966266 1.271592 -2.248010 -0.25 0.06 -0.05 0.08
H -0.618384 -1.090176 -3.331996 -0.43 0.48 -0.01 0.08
```
Positions in Å, forces in eV/Å.

* frontier orbital gap: 8.7 eV
* energy relative to the best compared isomer or geometry (same formula, charge and spin): 45.8 kcal per mole
* LUMO energy: 0.62 eV
* SMILES string: CC(C)C[C@H](NC(=O)[C@@H](N)Cc1c[nH]c2ccccc12)C(=O)O
* total charge: 0
* F_max: 2.983 eV/Å

No. 2
C17H23N4O7PtS | ωB97M-V/def2-TZVPD

```
53
Properties=species:S:1:pos:R:3:forces:R:3:lowdin_charge:R:1
Pt -0.234662 -0.417490 2.508209 0.02 -0.08 0.06 0.92
S -2.540444 -0.781419 2.145419 0.00 0.02 -0.02 0.54
O 2.375906 -4.614025 -2.517412 0.00 0.00 0.00 0.02
O -0.992534 0.386708 -2.910575 -0.01 -0.02 -0.02 0.00
O 0.762583 2.294843 5.280586 0.00 0.01 -0.01 0.02
O 3.728859 -0.211183 1.740343 0.00 0.00 0.00 0.00
O 3.803723 -3.608674 -4.003498 0.00 0.00 0.00 0.02
O -0.441429 0.904690 4.029224 0.00 0.03 -0.02 -0.26
O -1.239160 -1.135559 -1.283636 0.05 -0.06 0.08 -0.10
N -2.824901 1.846124 2.174185 -0.01 0.00 0.00 0.01
N -2.601649 0.836565 0.052312 0.03 -0.04 0.09 0.04
N 1.676576 -0.070924 2.760193 -0.02 0.04 -0.03 -0.17
N 0.418684 -1.617589 0.982391 0.01 0.02 -0.01 -0.12
C -0.876917 3.321379 1.660764 -0.01 0.00 -0.01 -0.07
C -0.673856 -0.648897 -2.314818 0.00 0.06 0.00 -0.61
C 3.714408 -4.604508 -2.990775 0.00 0.00 -0.01 -0.16
C 2.525037 -0.454836 1.809109 0.01 -0.03 0.01 -0.57
C -2.375010 3.214700 1.913015 0.00 0.00 0.01 -0.23
C 2.541232 -1.482486 -4.198363 0.00 0.00 0.00 0.01
C -4.374315 2.301417 -0.846834 0.00 0.01 0.02 -0.08
C -2.662935 0.783185 1.364570 0.02 0.00 0.01 -0.78
C 1.390866 -0.834444 -3.740176 0.00 0.00 0.00 -0.02
C 1.988492 0.860292 3.817877 0.00 0.00 -0.01 -0.13
C 0.531085 -1.427196 -2.826137 0.00 0.00 -0.01 -0.13
C 0.694575 1.416155 4.440473 0.01 -0.03 0.03 -0.65
C 1.916898 -3.341429 -2.800491 0.00 0.00 0.00 -0.21
C 0.785811 -2.718344 -2.344613 -0.01 -0.01 0.00 0.05
C 1.837596 -1.255225 0.690954 0.01 0.02 0.00 -0.13
C 2.777995 -2.738888 -3.699931 0.00 0.00 0.00 -0.22
C -2.894785 1.943836 -0.851102 -0.02 -0.03 -0.01 -0.22
H 2.563657 0.395407 4.624533 0.00 0.00 0.00 0.13
H -0.322191 3.060934 2.560272 0.00 0.00 0.00 0.06
H -4.968654 1.448083 -1.174495 0.00 0.00 0.00 0.08
H -2.278557 2.814093 -0.622546 0.01 -0.01 -0.01 0.10
H 2.432153 -2.141237 0.467475 0.00 0.00 0.00 0.12
H 0.357658 -2.587218 1.273349 0.00 0.00 0.00 0.09
H -0.167152 -1.512381 0.135354 -0.03 -0.01 0.02 0.04
H 1.847522 -0.627016 -0.200767 0.01 0.00 0.00 0.12
H -0.559917 2.647029 0.863786 0.00 0.00 -0.02 0.07
H 1.143117 0.160721 -4.083161 0.00 0.00 0.00 0.11
H 2.582141 1.701471 3.451665 0.00 0.00 0.00 0.13
H 4.389277 -4.340059 -2.166349 0.00 0.00 0.00 0.14
H -2.948661 3.643304 1.092440 -0.01 0.00 0.00 0.09
H -2.640112 3.782774 2.804575 0.00 0.00 0.00 0.12
H 0.102713 -3.186546 -1.649985 -0.01 0.00 0.01 0.13
H 3.958380 -5.575801 -3.414359 0.00 0.00 0.00 0.13
H -0.619791 4.342401 1.371926 0.00 0.00 0.00 0.08
H -4.720545 2.588972 0.147836 0.00 0.01 0.01 0.06
H -2.582355 1.587494 -1.832549 0.04 0.03 0.02 0.10
H -2.729102 1.564675 3.141606 0.01 0.00 0.00 0.10
H 3.216991 -1.020163 -4.904798 0.00 0.00 0.00 0.11
H -4.561154 3.132589 -1.529003 0.00 0.00 0.00 0.07
H -2.233147 -0.026302 -0.398071 -0.10 0.07 -0.18 0.08
```
Positions in Å, forces in eV/Å.

* frontier orbital gap: 7.8 eV
* energy relative to the best compared isomer or geometry (same formula, charge and spin): 0.0 kcal per mole
* LUMO energy: 2.54 eV
* total charge: -1
* F_max: 0.216 eV/Å

No. 3
C17H23N5O3S | ωB97M-V/def2-TZVPD

```
49
Properties=species:S:1:pos:R:3:forces:R:3:lowdin_charge:R:1
S -0.513634 3.506669 0.281431 -0.14 0.32 0.08 1.00
O -4.039480 3.398216 -0.340771 -0.22 0.19 0.08 0.06
O 5.946798 -1.373994 -1.044250 0.10 0.05 0.00 -0.13
O -3.824030 -3.158590 -0.051873 0.15 0.31 -0.06 -0.09
N -2.927033 1.418788 -0.648918 0.14 -0.36 -0.13 0.12
N 4.005952 0.173949 0.426254 0.00 -0.05 0.02 -0.18
N -0.175964 0.996691 -0.739525 -0.32 0.77 0.04 -0.01
N 1.368984 1.580730 0.702680 -0.52 -0.29 -0.63 -0.05
N 0.689021 -0.024381 -0.621755 0.73 -0.95 -0.01 0.08
C -3.049894 2.762575 -0.631387 0.37 0.13 -0.20 -0.54
C 5.657341 -1.684896 0.301206 -0.05 0.13 0.29 -0.19
C 5.164321 -0.444522 1.055401 0.16 -0.20 -0.13 -0.16
C 4.288259 0.405307 -0.986253 0.17 -0.16 -0.20 -0.15
C 1.606313 0.314830 0.236584 -0.08 -0.05 0.05 -0.31
C -4.670784 -4.243269 0.236182 -0.14 -0.16 0.05 -0.10
C 0.231868 1.956604 0.054814 0.06 -0.07 -0.08 -0.62
C 4.811996 -0.846455 -1.699703 -0.23 0.25 -0.03 -0.19
C 2.751634 -0.529016 0.664947 0.09 -0.02 0.01 -0.12
C -3.880200 0.452479 -0.316468 -0.30 -0.17 0.13 -0.21
C -3.460203 -0.871528 -0.325391 -0.07 -0.14 0.03 0.06
C -5.199722 0.759566 0.007521 -0.17 0.22 0.03 -0.02
C -6.070453 -0.266699 0.314562 0.15 0.00 -0.04 -0.08
C 2.130733 2.341134 1.650122 0.20 0.29 0.52 -0.02
C -5.663757 -1.591098 0.308248 -0.03 -0.38 0.04 -0.04
C -1.757877 3.469836 -1.051088 0.13 -0.05 0.21 -0.35
C -4.345976 -1.898708 -0.013662 0.04 0.22 -0.03 -0.28
H 2.675436 -0.714131 1.742031 0.04 -0.09 -0.06 0.13
H -5.527571 1.784539 0.017270 0.00 0.03 0.00 0.10
H 4.899987 -2.483143 0.348350 0.08 0.01 0.00 0.12
H 4.020536 -1.609381 -1.753113 0.07 0.02 -0.04 0.12
H -1.980359 4.516644 -1.255794 -0.03 -0.13 0.00 0.08
H -5.064085 -4.188576 1.256810 0.00 0.00 -0.05 0.09
H -4.052392 -5.134255 0.137466 -0.08 0.03 0.02 0.09
H -5.504571 -4.302910 -0.471069 0.02 0.01 0.04 0.09
H 5.133779 -0.601652 -2.712700 -0.11 -0.02 0.02 0.13
H 5.962701 0.304516 1.057032 0.04 -0.09 0.07 0.13
H -1.997734 1.044146 -0.872793 -0.17 0.25 0.00 0.08
H 6.588106 -2.053778 0.734859 -0.10 -0.03 0.05 0.13
H 2.658590 -1.490235 0.140982 -0.07 0.06 0.12 0.12
H -2.440575 -1.123308 -0.574521 0.16 -0.04 -0.04 0.12
H 2.053841 3.399286 1.400775 0.07 -0.02 0.01 0.08
H 1.742705 2.189451 2.659762 0.03 0.05 -0.02 0.10
H 4.920606 -0.701377 2.087978 0.04 0.01 0.04 0.12
H 3.381894 0.759065 -1.479669 0.03 0.06 -0.06 0.12
H -7.094635 -0.033783 0.565425 -0.08 0.03 0.02 0.11
H 3.168569 2.014601 1.598128 -0.09 0.09 0.00 0.09
H -6.375012 -2.363574 0.553041 -0.03 -0.10 0.02 0.10
H -1.294032 2.994059 -1.913514 -0.03 0.06 -0.06 0.08
H 5.049992 1.189567 -1.035649 -0.04 -0.01 -0.10 0.13
```
Positions in Å, forces in eV/Å.

* frontier orbital gap: 8.6 eV
* energy relative to the best compared isomer or geometry (same formula, charge and spin): 1.6 kcal per mole
* LUMO energy: 0.48 eV
* SMILES string: COc1cccc(NC(=O)CSc2nnc(CN3CCOCC3)n2C)c1
* total charge: 0
* F_max: 1.196 eV/Å

No. 4
C17H23N7O3 | ωB97M-V/def2-TZVPD

```
50
Properties=species:S:1:pos:R:3:forces:R:3:lowdin_charge:R:1
O 5.213847 2.369089 0.798797 0.15 -0.17 0.05 0.02
O 4.389652 0.489111 1.455003 0.11 0.08 -0.08 0.04
O -5.628164 0.273845 0.141955 -0.11 0.14 -0.08 -0.06
N 1.428758 3.458425 -0.282389 -0.05 0.41 -0.07 0.16
N 0.834933 1.168978 -0.189515 -0.25 -0.18 -0.02 0.17
N 3.585576 4.162855 -0.101749 0.24 0.12 0.13 0.18
N 4.300332 1.533048 0.811636 0.54 -0.23 0.53 -0.36
N 2.960564 -3.219793 0.212734 0.06 -0.21 0.13 -0.23
N -0.745835 2.875392 -0.235960 0.16 0.54 -0.05 0.13
N 2.388118 -0.474345 -0.402019 -0.12 0.22 0.10 -0.04
C 0.539985 2.458966 -0.207584 0.68 0.03 -0.13 -0.37
C 2.973299 -4.106403 -0.929657 -0.02 0.05 0.01 -0.10
C -4.387284 0.827387 0.083448 0.21 0.15 -0.03 -0.28
C 2.704264 3.156559 -0.088771 0.12 -0.19 0.04 -0.31
C -7.251016 -1.384900 0.620423 0.40 0.21 -0.04 -0.07
C 3.119607 1.802687 0.141129 -0.93 0.23 -0.52 -0.04
C 1.332064 -1.459725 -0.474799 -0.41 -0.46 0.29 -0.11
C -3.208291 0.205136 0.478553 -0.44 -0.08 -0.02 -0.01
C -3.120094 2.786955 -0.515492 0.14 -0.14 0.03 -0.02
C -4.325535 2.132064 -0.412034 -0.08 -0.23 0.11 0.00
C 3.668248 -1.042213 -0.756111 0.59 -0.22 0.12 -0.12
C 3.995081 -2.206327 0.197156 0.09 0.27 -0.05 -0.16
C -5.771436 -1.035367 0.655266 -0.12 -0.31 0.11 -0.27
C -1.997466 0.868198 0.377054 0.14 0.19 -0.01 -0.02
C -1.933620 2.159452 -0.129766 -0.40 -0.49 0.08 -0.24
C 2.120292 0.807983 -0.127884 0.12 0.23 0.02 -0.19
C 1.676187 -2.613361 0.486040 -0.14 0.17 -0.16 -0.16
H 1.253386 -1.833717 -1.502020 -0.04 0.07 0.01 0.13
H -3.216082 -0.796953 0.877390 -0.03 -0.09 0.03 0.10
H 3.223468 5.100207 -0.106997 -0.08 -0.03 0.00 0.11
H 2.223091 -4.881576 -0.777004 -0.02 -0.06 -0.07 0.09
H 3.587538 -1.422805 -1.783587 -0.01 0.08 0.06 0.13
H 4.461209 -0.300749 -0.739113 -0.08 -0.01 -0.05 0.12
H -5.395982 -1.079505 1.687292 0.03 0.01 -0.13 0.13
H -7.618642 -1.340002 -0.400956 -0.07 -0.03 -0.09 0.08
H -5.244720 2.611096 -0.709232 -0.10 0.07 -0.04 0.12
H 1.712513 -2.216223 1.504869 -0.12 0.03 0.00 0.13
H -5.199000 -1.746120 0.042564 0.01 0.10 0.10 0.12
H -3.090030 3.796703 -0.898863 0.00 0.11 -0.06 0.11
H 0.899920 -3.379075 0.435785 -0.02 0.01 0.03 0.12
H 4.095153 -1.801339 1.206421 0.05 -0.02 -0.10 0.11
H -1.091328 0.387081 0.701485 -0.02 -0.05 0.03 0.08
H -0.833257 3.869078 -0.402197 0.10 -0.16 0.10 0.15
H 0.390417 -0.989326 -0.202427 0.07 -0.13 -0.10 0.10
H -7.404480 -2.386222 1.012467 -0.04 -0.10 0.04 0.08
H 4.942342 -2.662711 -0.091892 0.03 0.00 0.01 0.12
H 4.532766 3.954754 0.199919 -0.27 0.13 -0.18 0.08
H 3.950983 -4.583044 -0.986998 0.02 -0.05 -0.07 0.09
H -7.812899 -0.675351 1.221421 -0.08 0.03 0.07 0.08
H 2.771563 -3.617899 -1.893791 0.00 -0.03 -0.06 0.08
```
Positions in Å, forces in eV/Å.

* frontier orbital gap: 7.8 eV
* energy relative to the best compared isomer or geometry (same formula, charge and spin): 94.3 kcal per mole
* LUMO energy: 0.05 eV
* SMILES string: CCOc1ccc(Nc2nc(N)c([N+](=O)[O-])c(N3CCN(C)CC3)n2)cc1
* total charge: 0
* F_max: 1.093 eV/Å

Which formula does entry 1 have? C17H23N3O3